[1]
49
Properties=species:S:1:pos:R:3:forces:R:3 method="wB97M-V/def2-TZVPD" e_above_lowest_kcal_mol=41.0 total_charge=-2 e_tot_ev=-118525.56750
Mg -11.4272 -14.6731 0.9891 1.59 -0.03 0.24
C -13.3028 -15.5749 4.5704 1.44 0.86 -0.39
F -13.4503 -15.9580 5.8316 -0.61 -0.48 0.25
F -13.8093 -16.4636 3.7209 -0.37 -0.23 0.38
F -13.9968 -14.4093 4.4240 0.07 -0.47 0.08
S -11.4707 -15.3208 4.2643 0.86 -1.48 0.08
O -11.1433 -14.3129 5.2427 -0.29 0.50 -0.67
O -10.8225 -16.6014 4.5154 -1.22 1.14 -0.46
O -11.4958 -14.9327 2.8333 -0.50 0.14 2.79
C -11.4941 -18.7115 -0.9003 -0.47 0.82 2.28
F -12.0670 -19.8830 -1.1454 -0.11 -0.47 -0.13
F -10.1728 -18.8716 -0.9404 -0.31 0.25 -0.79
F -11.9625 -17.8439 -1.8100 0.62 -0.05 -0.72
S -11.9636 -17.9908 0.8074 0.78 -0.09 2.16
O -11.6624 -16.5538 0.6225 -0.60 -2.55 -0.56
O -13.4006 -18.2319 0.9575 0.86 0.00 -0.67
O -11.0795 -18.6416 1.7781 -1.43 0.46 -1.86
C -10.0260 -11.0863 2.7719 -0.71 -0.12 -1.81
F -11.1717 -10.5582 3.2683 0.20 -0.83 0.32
F -9.1163 -10.1325 2.9389 0.59 0.21 -0.15
F -9.6201 -12.1800 3.3821 -0.41 0.22 0.58
S -10.3163 -11.5364 0.9293 0.56 1.03 -0.65
O -11.1166 -12.7618 1.0257 -0.33 1.64 0.29
O -10.9636 -10.3729 0.3266 -0.43 -0.84 0.93
O -9.0160 -11.7636 0.3580 0.43 -0.27 0.38
C -7.4267 -16.1598 -0.1365 -1.21 0.95 1.96
F -7.1318 -15.1163 -0.9153 0.47 0.12 -0.22
F -8.2729 -16.9226 -0.8272 0.42 -0.59 -0.23
F -6.3111 -16.8075 0.1970 0.15 -0.33 -0.72
S -8.2675 -15.6197 1.4761 -1.00 -1.34 2.24
O -9.5294 -15.0677 0.9869 1.58 0.54 -0.89
O -8.5090 -16.8143 2.2698 0.65 0.18 -1.40
O -7.3834 -14.7052 2.1451 0.45 0.59 -0.98
C -14.4397 -14.5182 1.3697 -0.15 0.03 1.02
O -13.2990 -14.4230 0.5088 -1.96 0.00 0.27
C -13.5856 -15.0453 -0.7485 -0.48 1.19 0.59
C -12.5058 -14.6236 -1.7084 0.23 -0.66 -0.37
O -11.2474 -14.6011 -1.0263 -1.40 0.34 -2.59
C -10.2140 -14.4222 -2.0170 0.84 -0.55 2.45
H -14.3108 -13.8586 2.2251 0.40 0.03 -0.19
H -14.6131 -15.5159 1.7737 0.51 -0.24 -0.26
H -15.4021 -14.2426 0.9296 0.33 0.30 -0.77
H -14.5386 -14.5545 -0.9663 -0.13 -0.62 -0.94
H -13.6581 -16.1243 -0.6184 -0.09 0.05 -0.09
H -12.6684 -13.6814 -2.2406 -0.16 0.41 0.60
H -12.5213 -15.3526 -2.5276 0.37 -0.30 0.10
H -9.8303 -15.4217 -2.2325 -0.31 0.05 -0.83
H -9.4190 -13.9894 -1.4057 0.11 0.57 -0.58
H -10.5635 -13.8021 -2.8376 0.19 -0.08 -0.09


[2]
11
Properties=species:S:1:pos:R:3:forces:R:3 method="wB97M-V/def2-TZVPD" e_above_lowest_kcal_mol=68.9 smiles="O=C=C=P.C=C" e_tot_ev=-15561.02573
O 1.2750 -3.3967 -0.7375 -0.60 0.65 -1.36
C 0.6622 -2.4442 -1.0577 2.48 -3.59 2.07
C 0.0888 -1.3240 -0.9275 -1.87 2.82 -0.67
P -1.2344 -0.6911 -1.6493 -0.52 0.00 -0.56
H -1.4848 0.5043 -0.9027 0.27 -0.22 0.02
C 0.0908 1.8413 0.6698 -1.48 1.94 -1.62
C 0.1218 0.6306 1.1405 1.48 -1.25 1.53
H 0.8596 2.0766 -0.0634 0.09 0.60 0.41
H -0.8128 2.5372 0.7098 1.36 -1.05 0.12
H -0.6398 0.1985 1.7661 -0.22 -0.09 0.13
H 1.0736 0.0674 1.0518 -0.98 0.18 -0.07


Gap between HOMO and LUMO
In order: 7.83, 7.46
Unit: eV